Density functional theory data (the ωB97M-V functional and the def2-TZVPD basis) for an isolated ion of composition C4H8NO and charge +1 in a non-equilibrium geometry.

Properties
E in a.u.: -286.817863
Spin multiplicity: 1
LUMO in eV: -7.2813
Relative energy (zero: lowest compared OMol25 entry of this formula, charge and spin) in kJ/mol: 327.2
Orbital gap in eV: 8.189
E_HOMO in Ha: -0.569
Total charge: +1
Maximum force in eV Å⁻¹: 3.91

Positions of all 14 atoms, in Å:
C -0.07479 -0.06400 0.03268
C -1.30950 0.50446 -0.03403
C -2.46147 -0.39780 0.09531
C 2.21085 0.49788 0.05476
N 0.88283 0.78816 0.02457
O 2.62240 -0.81505 0.08352
H -0.01212 -1.05607 0.31270
H -1.47371 1.58356 -0.17007
H -3.16014 -0.54707 -0.76791
H -3.28703 0.01475 0.69862
H -2.07221 -1.42330 0.27084
H 2.64200 1.03998 -0.90386
H 2.44348 1.05406 0.94108
H 3.04940 -1.17957 -0.63821


Density functional theory data (the ωB97M-V functional and the def2-TZVPD basis) for a 2-piece molecular cluster, C7H9BrO overall in a non-equilibrium geometry.

Properties
E in a.u.: -2921.155731
Spin multiplicity: 1
LUMO in eV: 0.4593
Relative energy (zero: lowest compared OMol25 entry of this formula, charge and spin) in kJ/mol: 485.1
Orbital gap in eV: 9.181
E_HOMO in Ha: -0.321
Maximum force in eV Å⁻¹: 4.20

Positions of all 18 atoms, in Å:
C -0.62500 1.17665 -0.50113
C -0.64252 0.75445 1.00076
C 0.75275 0.52725 -0.86027
C 0.83928 0.32297 1.19523
C 1.22167 -0.49811 0.06439
C 1.76089 0.90933 0.13010
C -1.47448 -2.36311 -1.28974
O -1.43287 -2.05608 -0.05101
Br 3.34754 1.87180 0.25560
H -1.45823 0.85096 -1.03778
H -0.59015 2.23291 -0.76085
H -0.99629 1.54553 1.69698
H -1.23875 -0.10319 1.19574
H 1.02907 0.51503 -1.93563
H 1.18280 0.11477 2.20499
H -2.29578 -1.65913 -1.73759
H 1.29264 -1.56298 -0.07160
H -0.67256 -2.57906 0.50180


Density functional theory data (the ωB97M-V functional and the def2-TZVPD basis) for a 2-piece molecular cluster, C5H13NO overall in a non-equilibrium geometry.

Properties
E in a.u.: -328.018313
Spin multiplicity: 1
LUMO in eV: -3.7370
Relative energy (zero: lowest compared OMol25 entry of this formula, charge and spin) in kJ/mol: 789.1
Orbital gap in eV: 3.769
E_HOMO in Ha: -0.276
Maximum force in eV Å⁻¹: 1.97

Positions of all 20 atoms, in Å:
C 2.57374 -0.60731 1.07504
N 1.57917 -0.95689 0.10080
C 0.70760 0.03721 -0.33121
C -0.46585 -0.56016 -1.13500
C -1.53006 0.42431 -1.58389
O -2.60597 -0.09875 0.70765
C 0.11760 0.84190 0.87959
H 3.15741 -1.52325 1.17093
H 3.16859 0.25593 0.74859
H 1.99936 -0.59898 2.02819
H -1.88848 0.15075 -2.58222
H 1.16910 0.71866 -1.06669
H 0.04999 -0.96854 -1.99815
H -1.29644 1.48954 -1.43483
H -2.41271 0.17967 -0.92016
H -0.91881 -1.38742 -0.55878
H -3.29682 -0.31888 1.35288
H -0.97217 0.99841 0.77407
H 0.62620 1.78709 1.08070
H 0.23856 0.13672 1.69248


Density functional theory data (the ωB97M-V functional and the def2-TZVPD basis) for a 28-piece molecular cluster, H56O28 overall in a non-equilibrium geometry.

Properties
E in a.u.: -2140.397103
Spin multiplicity: 1
LUMO in eV: 0.1262
Relative energy (zero: lowest compared OMol25 entry of this formula, charge and spin) in kJ/mol: 132.0
Orbital gap in eV: 11.018
E_HOMO in Ha: -0.400
Maximum force in eV Å⁻¹: 3.36

Positions of all 84 atoms, in Å:
O -1.85164 -0.58636 4.07260
H -1.29283 -1.14313 3.51971
H -1.17318 0.06131 4.29070
O 3.07142 0.28152 2.68029
H 3.64564 0.13005 3.40882
H 3.31031 1.12448 2.26694
O -3.23838 -3.62349 0.40661
H -2.44212 -3.06249 0.60704
H -3.46456 -4.22350 1.18379
O -2.64574 2.03684 3.11712
H -3.63380 2.22832 3.01549
H -2.59676 1.09572 3.31972
O 2.96568 -1.52264 0.15202
H 2.98465 -1.18543 1.03801
H 3.67535 -1.09427 -0.37074
O -3.09883 -3.13449 -2.85803
H -2.40702 -2.55169 -2.52528
H -2.67055 -3.99927 -2.52112
O 0.28523 -1.03810 -0.98918
H 0.06092 -1.00836 -1.90751
H 0.74974 -1.90326 -0.94226
O 0.30848 2.95429 1.81808
H 1.12696 3.45155 1.53894
H -0.31711 3.63118 2.19914
O -3.48337 0.31878 -2.49322
H -3.68788 -0.30377 -1.74965
H -3.14934 1.09430 -1.99199
O -0.55251 -4.00211 -0.93355
H 0.16305 -4.63702 -0.74682
H -1.31531 -4.29683 -0.45098
O -6.00248 -2.08506 4.44698
H -6.27190 -1.44147 5.07017
H -5.83440 -2.87588 4.95072
O 1.09388 1.24099 -0.00163
H 1.03620 0.29441 0.06776
H 0.49443 1.68334 0.64917
O -1.53732 -1.83931 1.22406
H -2.25456 -1.16178 1.40638
H -0.88393 -1.53196 0.52977
O 2.79077 2.30565 -4.67969
H 2.98166 3.23663 -4.91271
H 2.04152 2.38750 -4.08465
O 0.49666 0.96895 3.89167
H 0.27289 1.76114 3.35074
H 1.39154 0.81533 3.65689
O -2.59596 1.99538 -0.51308
H -1.97436 2.27354 0.14648
H -3.23481 1.59220 0.07517
O 5.22926 -2.94181 -1.26199
H 5.48488 -3.90703 -1.33692
H 4.34227 -3.05754 -1.57951
O 0.18697 0.90059 -6.32666
H 0.34696 0.09800 -6.81847
H 1.03510 1.09099 -5.91968
O 5.39580 0.65271 -0.49554
H 4.82928 0.57770 -1.34767
H 6.22679 0.22915 -0.76425
O -1.04463 4.43608 3.64956
H -1.51157 3.68686 3.90897
H -0.34367 4.48865 4.28762
O 3.50175 0.37926 -2.29857
H 3.79381 0.62414 -3.17167
H 2.59967 0.72704 -2.34013
O -0.95489 0.00611 -3.63429
H -1.85058 0.24301 -3.36363
H -0.82171 0.24413 -4.54437
O 3.76058 2.37081 1.06090
H 2.93028 1.92785 0.71713
H 4.46915 2.02756 0.43883
O 2.65836 -4.53507 -0.26690
H 2.92049 -3.71963 0.12800
H 3.02478 -5.08476 0.39039
O -4.37819 -0.20662 1.98370
H -4.43560 -0.90871 1.27437
H -4.17170 -0.65944 2.79236
O 2.73437 5.19606 0.50372
H 2.06361 5.57342 -0.14891
H 2.97143 4.38168 0.12176
O -4.70216 -1.28180 -0.46928
H -4.32653 -2.20155 -0.61495
H -5.61014 -1.34521 -0.84457
O 1.01866 1.87836 -2.65607
H 0.21247 1.32200 -2.77984
H 1.07835 2.07535 -1.70228


Density functional theory data (the ωB97M-V functional and the def2-TZVPD basis) for C56H50N7PTa as an isolated structure.

Properties
E in a.u.: -2944.825828
Spin multiplicity: 1
LUMO in eV: -9.2459
Relative energy (zero: lowest compared OMol25 entry of this formula, charge and spin) in kJ/mol: 0.0
Orbital gap in eV: 5.456
E_HOMO in Ha: -0.540
Total charge: +3
Maximum force in eV Å⁻¹: 0.55

Positions of all 115 atoms, in Å:
Ta -0.22714 -0.34457 -0.06355
C -2.60118 4.94460 5.23423
C -1.64180 5.31771 4.30368
C -1.20763 4.41198 3.34863
C -1.72788 3.11872 3.32269
C -2.67956 2.74566 4.27003
C -3.11942 3.65783 5.21749
C -1.23272 2.15117 2.30376
C -0.50779 1.05366 2.74661
C -0.18163 0.80100 4.10143
C 0.68537 -0.24988 4.13147
C 0.92310 -0.63707 2.79290
N 0.14783 0.12125 1.92292
C 1.93248 -1.52855 2.40795
C 2.30403 -1.70083 1.09466
C 3.37838 -2.54445 0.67245
C 3.41826 -2.51280 -0.67571
C 2.35373 -1.66956 -1.11779
C 2.02222 -1.50754 -2.45189
C 2.84364 -2.20921 -3.48194
C 2.41796 -3.43127 -3.99245
C 3.18320 -4.08836 -4.94496
C 4.37161 -3.52546 -5.38802
C 4.79598 -2.30555 -4.88092
C 4.03433 -1.64462 -3.92740
C 0.97950 -0.69917 -2.87978
N 0.15063 0.06181 -2.05585
C -0.59667 0.85860 -2.94123
C -1.39777 1.91743 -2.57706
C -2.08441 2.69369 -3.64565
C -3.14269 2.11938 -4.34638
C -3.78614 2.83544 -5.34529
C -3.36859 4.12209 -5.65331
C -2.30849 4.69342 -4.96316
C -1.66735 3.98484 -3.95833
C -1.54666 2.32504 -1.24289
C -2.28635 3.47012 -0.85055
C -2.22274 3.54354 0.50587
C -1.46454 2.43112 0.95846
N -1.04344 1.66420 -0.13449
C -0.27890 0.50842 -4.28625
C 0.68568 -0.44194 -4.24832
N 1.68027 -1.12341 -0.02328
C 2.67604 -2.24132 3.48118
C 3.99257 -1.89684 3.77429
C 4.67223 -2.56243 4.78380
C 4.04384 -3.57275 5.49815
C 2.73064 -3.91687 5.20863
C 2.04457 -3.24969 4.20536
H -2.93955 5.65406 5.97677
H -1.22513 6.31535 4.32475
H -0.45021 4.70518 2.63202
H -3.07150 1.73559 4.28077
H -3.86140 3.36180 5.94647
H -0.52895 1.39235 4.93140
H 1.17927 -0.67981 4.98621
H 4.01282 -3.09368 1.34747
H 4.09278 -3.02557 -1.34086
H 1.48786 -3.86675 -3.64552
H 2.85370 -5.03868 -5.34239
H 4.96816 -4.03750 -6.13042
H 5.72140 -1.86712 -5.22836
H 4.36591 -0.69202 -3.53209
H -3.46006 1.10768 -4.11748
H -4.60787 2.38736 -5.88721
H -3.86580 4.67857 -6.43575
H -1.97548 5.69156 -5.21232
H -0.83406 4.43036 -3.42844
H -2.77784 4.14466 -1.53081
H -2.65926 4.28932 1.14820
H -0.71616 0.98036 -5.15030
H 1.19940 -0.90678 -5.07302
H 4.48247 -1.10210 3.22462
H 5.69286 -2.28954 5.01454
H 4.57804 -4.09021 6.28305
H 2.24209 -4.70479 5.76550
H 1.01807 -3.51620 3.97959
C -5.76212 -1.16150 1.74236
N -5.13878 -2.19368 0.78430
C -5.61773 -1.86550 -0.64407
N -5.29179 -0.52662 -0.98335
C -5.89075 0.40941 -0.03029
N -5.42453 0.15137 1.33224
C -4.01999 0.48963 1.52842
P -2.93644 -0.53502 0.42580
C -3.64245 -2.19671 0.87106
C -3.86069 -0.29710 -1.16526
H -5.39159 -1.38832 2.74169
H -6.83939 -1.32169 1.69740
H -5.48453 -3.12265 1.03571
H -6.69738 -2.01502 -0.63847
H -5.14362 -2.58346 -1.31272
H -6.97505 0.29804 -0.05835
H -5.63757 1.42924 -0.31489
H -3.73918 0.32566 2.57004
H -3.86838 1.54616 1.31204
H -3.36039 -2.46987 1.88979
H -3.25411 -2.95714 0.19692
H -3.46514 -0.97152 -1.92920
H -3.71002 0.72436 -1.51843
C 0.89084 -5.35816 -0.05770
C -0.57498 -4.99562 -0.34698
C -0.97036 -5.46923 -1.75571
C -1.49772 -5.63064 0.70380
C -0.70470 -3.53865 -0.29773
C -0.78637 -2.31975 -0.26434
H 1.00561 -6.44162 -0.09318
H 1.19445 -5.01366 0.93177
H 1.55487 -4.91785 -0.80216
H -0.86150 -6.55245 -1.80674
H -0.32876 -5.02447 -2.51557
H -2.00724 -5.22160 -1.98564
H -1.39109 -6.71450 0.66779
H -2.54598 -5.39731 0.50558
H -1.24094 -5.29840 1.71022


Density functional theory data (the ωB97M-V functional and the def2-TZVPD basis) for C18H32Cl6N2O12 as an isolated structure in a non-equilibrium geometry.

Properties
E in a.u.: -4477.924994
Spin multiplicity: 1
LUMO in eV: 0.1711
Relative energy (zero: lowest compared OMol25 entry of this formula, charge and spin) in kJ/mol: 1731.3
Orbital gap in eV: 8.397
E_HOMO in Ha: -0.302
Maximum force in eV Å⁻¹: 11.58

Positions of all 70 atoms, in Å:
C 5.17700 -0.70798 1.86029
C 3.73638 -0.95840 1.50907
N 2.62898 -1.24228 1.24419
H 5.02039 -0.34711 2.87683
H 5.79132 -0.05714 1.23809
H 5.61076 -1.70424 1.94645
C 1.64584 0.26078 -0.02090
C 2.83382 0.17597 -0.91706
N 3.76377 0.15808 -1.59364
H 1.09105 1.17029 -0.25131
H 1.98002 0.47532 0.99419
H 0.95417 -0.57895 -0.08838
C -2.50074 0.73867 -3.65265
O -1.26174 0.34324 -4.13878
C -0.14256 0.56266 -3.39154
O -0.06731 1.07359 -2.28368
O 0.94922 0.28781 -4.10973
C 2.26504 0.51579 -3.59305
H -2.67074 0.52173 -2.59807
H -3.26235 0.20480 -4.22099
H -2.53387 1.79303 -3.92711
H 2.86412 -0.01184 -4.33523
H 2.35277 -0.06560 -2.67523
H 2.47630 1.58512 -3.58975
C 0.22444 -1.70212 1.01524
O -0.51239 -2.66265 1.71422
C -1.81901 -2.42160 1.92078
O -2.50971 -1.53393 1.37746
O -2.29909 -3.24344 2.84752
C -3.65123 -3.22999 3.08382
H 0.22838 -1.90412 -0.05587
H 1.23638 -1.77654 1.41340
H -0.13965 -0.68187 1.13616
H -3.80903 -3.92553 3.90809
H -4.39078 -3.48815 2.32586
H -3.89573 -2.30698 3.60954
C 2.04192 0.49884 3.79050
O 0.60232 0.39521 3.95064
C -0.30084 0.73355 3.11782
O -0.01550 1.23976 1.98578
O -1.55521 0.42333 3.60687
C -2.60586 0.90184 2.96152
H 2.33933 -0.04743 2.89538
H 2.46555 0.06947 4.69839
H 2.27141 1.54733 3.60049
H -2.62126 1.98704 3.06245
H -3.40637 0.36021 3.46542
H -2.57773 0.48201 1.95601
C -0.82982 0.63785 0.31522
O -2.26483 0.45674 0.17175
C -2.93184 1.25060 -0.69921
O -2.41382 2.18292 -1.30283
O -4.16680 0.84252 -0.86097
C -5.02667 1.57998 -1.70857
H -0.19971 0.50588 -0.56435
H -0.43575 -0.05426 1.05939
H -0.61722 1.63889 0.69046
H -4.85726 2.65126 -1.60026
H -6.07661 1.51722 -1.42258
H -4.94864 1.34275 -2.76957
C -0.79994 -2.15228 -2.38208
Cl -1.86807 -2.55871 -1.03195
Cl -0.48482 -3.47445 -3.49747
Cl 0.80246 -1.45934 -1.77195
H -1.28105 -1.35798 -2.95278
C 4.85513 2.46133 -1.82757
Cl 3.60552 2.81715 -3.03958
Cl 4.78172 3.40193 -0.34554
Cl 6.44147 2.43057 -2.63098
H 4.71457 1.43188 -1.49809


Q: The highest maximum force belongs to which entry?
A: C18H32Cl6N2O12